[1]
# C5H6O6S

2 unconnected molecules or ions with the total composition C5H6O6S (the ωB97M-V functional and the def2-TZVPD basis, the OMol25 dataset).

Results
<S²>: 2.01
2S+1: 3
Kohn-Sham gap (spin up / spin down): 3.27 / 6.22 eV
E_HOMO (spin up / spin down): 2.2 / -0.9 eV
Net charge: -2

Geometry (Å):
C: 2.660 -0.634 0.148
C: 0.055 1.993 0.067
C: -2.644 -0.375 -0.686
C: 1.315 -0.205 0.854
C: 0.317 0.448 -0.118
O: 3.673 -0.475 0.841
O: -1.094 2.363 -0.236
O: 2.600 -1.047 -1.011
O: 0.983 2.685 0.513
O: -1.581 -1.705 1.414
O: 0.279 -0.081 -1.285
S: -1.782 -0.283 0.899
H: -2.728 0.759 -0.766
H: -3.582 -0.871 -0.678
H: -1.967 -0.931 -1.494
H: 1.650 0.301 1.671
H: 0.894 -1.198 1.309
H: 0.953 -0.742 -1.441

Population analysis type Mulliken, resulting atomic charges in e: 0.649, 0.453, -0.686, -0.604, 0.230, -0.769, -0.690, -0.777, -0.718, -0.548, -0.527, 0.354, 0.236, 0.393, 0.136, 0.370, 0.118, 0.381


[2]
# C21H12Br4ClF3IMoNO6S

A molecular structure, C21H12Br4ClF3IMoNO6S (the ωB97M-V functional and the def2-TZVPD basis, the OMol25 dataset).

Results
2S+1: 1
Kohn-Sham gap (spin up / spin down): 6.21 / 6.21 eV
E_HOMO (spin up / spin down): -7.6 / -7.6 eV

Geometry (Å):
Mo: -1.187 0.080 0.119
Br: -1.064 -6.390 -2.618
C: -1.380 -4.554 -2.330
C: -2.053 -3.794 -3.286
Br: -2.679 -4.585 -4.878
C: -2.259 -2.427 -3.073
Br: -3.117 -1.307 -4.314
C: -1.796 -1.850 -1.904
O: -1.893 -0.555 -1.595
C: -1.164 -2.615 -0.918
O: -0.803 -1.948 0.162
C: -0.928 -3.965 -1.147
Br: 0.041 -4.891 0.174
Cl: 2.227 3.922 4.940
C: 1.405 2.665 4.072
C: 1.352 1.403 4.589
C: 0.701 0.353 3.903
I: 0.673 -1.557 4.700
C: 0.090 0.594 2.694
O: -0.552 -0.297 1.971
C: 0.155 1.906 2.168
N: -0.457 2.042 0.963
C: -0.431 3.215 0.367
C: 0.203 4.328 0.945
C: 0.813 4.210 2.164
C: 0.805 2.963 2.821
H: 1.822 1.199 5.541
H: -0.932 3.289 -0.587
H: 0.192 5.269 0.413
H: 1.302 5.056 2.628
O: 0.827 0.180 -0.508
S: 1.818 -0.929 -0.063
C: 3.402 -0.072 -0.331
C: 4.076 -0.689 -1.559
C: 2.956 -1.214 -2.452
C: 2.027 -1.974 -1.518
H: 3.990 -0.136 0.582
H: 3.105 0.964 -0.492
H: 4.723 -1.514 -1.254
H: 4.703 0.048 -2.061
H: 3.325 -1.860 -3.248
H: 2.412 -0.389 -2.914
H: 2.459 -2.909 -1.154
H: 1.032 -2.181 -1.910
F: -5.549 1.583 1.118
C: -4.860 1.814 0.003
F: -5.520 1.275 -1.027
F: -4.789 3.135 -0.187
C: -3.451 1.205 0.084
O: -3.232 0.228 0.838
O: -2.537 1.679 -0.632

Population analysis type Mulliken, resulting atomic charges in e: 0.784, -0.157, 0.151, 0.320, -0.175, -0.289, -0.103, 0.697, -0.797, -0.475, -0.581, 0.314, -0.105, -0.260, 0.604, -0.475, -0.322, 0.075, 1.050, -0.472, 0.153, 0.030, -0.339, -1.004, -0.706, -0.289, 0.433, 0.643, 0.417, 0.457, -0.549, 0.925, -0.736, -0.616, -0.737, -0.344, 0.464, 0.265, 0.294, 0.342, 0.467, 0.242, 0.492, -0.116, -0.243, 0.778, -0.245, -0.246, 1.224, -0.593, -0.646


[3]
# C4H9EuNaO4

A molecular structure, C4H9EuNaO4 (the ωB97M-V functional and the def2-TZVPD basis, the OMol25 dataset).

Results
<S²>: 15.77
2S+1: 8
Kohn-Sham gap (spin up / spin down): 5.24 / 6.86 eV
E_HOMO (spin up / spin down): -5.2 / -6.9 eV

Geometry (Å):
O: -1.469 -0.265 1.439
Eu: -2.470 0.087 -0.260
O: -1.106 0.491 -1.893
C: 0.029 1.231 -1.910
O: 1.020 0.790 -0.957
C: 1.679 -0.414 -1.308
C: 2.809 -0.660 -0.338
O: 2.282 -0.867 0.960
C: 3.242 -1.270 1.915
Na: 0.543 0.584 1.423
H: -0.140 2.287 -1.624
H: 0.517 1.199 -2.906
H: 2.102 -0.335 -2.324
H: 0.977 -1.286 -1.281
H: 3.499 0.203 -0.323
H: 3.365 -1.555 -0.665
H: 2.718 -1.413 2.868
H: 3.711 -2.222 1.618
H: 4.022 -0.501 2.037

Population analysis type Mulliken, resulting atomic charges in e: -1.193, 1.049, -0.775, -0.388, -0.314, -0.461, -0.512, -0.259, -0.811, 0.887, 0.235, 0.324, 0.390, 0.245, 0.315, 0.384, 0.256, 0.288, 0.339


no.,M (g/mol)
1,194.164
2,1041.302
3,296.066